Density functional theory data (wB97M-V/def2-TZVPD) for 5 unconnected molecules or ions with the total composition C12H21BFN4O10S.

Atoms and positions in Å:
F (-2.35, -1.15, -2.05)
B (-1.47, -0.45, -1.17)
O (-2.27, 0.33, -0.20)
C (-2.27, -0.55, 0.92)
C (-0.75, -0.85, 0.99)
S (-0.23, -2.20, 2.10)
C (0.00, 0.46, 1.21)
C (1.17, 0.66, 0.53)
C (1.92, 1.81, 0.66)
C (1.46, 2.77, 1.51)
C (0.31, 2.60, 2.23)
C (-0.42, 1.45, 2.07)
O (-0.58, -1.31, -0.35)
H (-0.74, 0.35, -1.75)
H (-2.75, -0.19, 1.82)
H (-2.86, -1.41, 0.56)
H (-0.65, -3.31, 1.47)
H (1.48, -0.13, -0.15)
H (2.82, 1.88, 0.06)
H (2.03, 3.69, 1.63)
H (-0.05, 3.34, 2.94)
H (-1.34, 1.36, 2.65)
C (-2.04, -0.41, -4.89)
N (-1.32, 0.63, -5.67)
O (-1.77, 1.76, -5.67)
O (-0.31, 0.28, -6.26)
H (-2.91, 0.04, -4.43)
H (-2.33, -1.19, -5.60)
H (-1.36, -0.80, -4.14)
C (3.72, -0.90, -2.94)
N (3.54, 0.42, -2.28)
O (4.38, 0.76, -1.46)
O (2.57, 1.06, -2.61)
H (4.63, -1.36, -2.56)
H (2.85, -1.50, -2.71)
H (3.80, -0.72, -4.01)
C (-4.16, 4.34, 2.22)
N (-3.43, 3.05, 2.34)
O (-3.68, 2.19, 1.53)
O (-2.62, 2.96, 3.25)
H (-4.84, 4.28, 1.38)
H (-4.71, 4.48, 3.15)
H (-3.42, 5.12, 2.08)
C (2.46, -4.46, 3.24)
N (3.68, -5.24, 2.88)
O (4.60, -4.63, 2.38)
O (3.67, -6.43, 3.13)
H (2.61, -3.43, 2.97)
H (1.63, -4.89, 2.69)
H (2.31, -4.57, 4.31)

Calculated values
Relative energy (zero: lowest compared OMol25 entry of this formula, charge and spin), kJ/mol: 44.8
Gap between HOMO and LUMO, eV: 7.57
Net charge: -1



Density functional theory data (wB97M-V/def2-TZVPD) for 3 unconnected molecules or ions with the total composition C12H21BN2O.

Atoms and positions in Å:
C (3.48, -2.32, 4.68)
C (3.45, -0.95, 4.29)
C (3.42, -0.92, 2.92)
N (3.42, -2.21, 2.47)
C (3.46, -3.07, 3.54)
H (3.51, -2.70, 5.69)
H (3.46, -0.09, 4.94)
H (3.39, -0.09, 2.23)
H (3.41, -2.49, 1.51)
H (3.47, -4.14, 3.39)
C (-1.69, 1.88, -4.54)
C (-2.95, 2.49, -4.28)
C (-3.72, 1.57, -3.62)
N (-2.97, 0.43, -3.46)
C (-1.73, 0.61, -4.02)
H (-0.85, 2.32, -5.04)
H (-3.26, 3.48, -4.56)
H (-4.72, 1.63, -3.24)
H (-3.28, -0.40, -3.01)
H (-0.99, -0.17, -4.00)
B (-3.00, -0.73, 0.56)
C (-1.49, -0.78, 0.13)
C (-0.79, 0.31, 0.97)
C (0.69, 0.41, 0.65)
C (1.00, 1.06, -0.71)
O (1.81, 2.22, -0.60)
H (-3.62, 0.22, 0.20)
H (-3.47, -1.57, 1.26)
H (-1.05, -1.74, 0.37)
H (-1.39, -0.58, -0.93)
H (-0.89, 0.03, 2.01)
H (-1.30, 1.25, 0.79)
H (1.16, 1.03, 1.41)
H (1.15, -0.57, 0.75)
H (1.55, 0.35, -1.33)
H (0.07, 1.31, -1.21)
H (1.26, 2.92, -0.21)

Calculated values
Gap between HOMO and LUMO, eV: 8.48
Structure (SMILES): c1cc[nH]c1.c1cc[nH]c1.BCCCCO



Density functional theory data (wB97M-V/def2-TZVPD) for a molecular structure, C12H21MnN4PS6.

Atoms and positions in Å:
Mn (0.50, -0.49, 0.28)
S (-3.28, -5.09, 4.03)
C (-2.62, -3.98, 3.10)
S (-1.46, -2.89, 3.84)
C (-0.96, -2.15, 2.35)
C (-1.53, -2.69, 1.19)
S (-1.11, -2.12, -0.32)
S (-2.71, -3.94, 1.33)
S (0.42, -1.13, 2.39)
C (4.35, -2.65, -2.44)
C (4.26, -1.24, -1.88)
N (5.01, -0.22, -2.00)
N (4.45, 0.74, -1.15)
C (3.43, 0.22, -0.57)
S (2.30, 1.01, 0.50)
N (3.25, -1.03, -0.96)
N (2.13, -1.81, -0.68)
H (5.13, -2.75, -3.14)
H (3.45, -2.89, -2.94)
H (4.44, -3.45, -1.71)
H (4.80, 1.69, -1.09)
H (2.43, -2.53, -0.05)
H (1.75, -2.23, -1.55)
C (-1.42, 3.80, 1.53)
C (-0.71, 2.46, 1.79)
P (-1.05, 1.14, 0.55)
C (-0.86, 2.16, -0.95)
C (-0.81, 1.37, -2.34)
C (-2.73, 0.59, 0.91)
C (-3.70, 0.74, -0.34)
H (-1.11, 4.61, 2.17)
H (-2.50, 3.74, 1.74)
H (-1.21, 4.10, 0.46)
H (-1.01, 2.11, 2.79)
H (0.35, 2.58, 1.80)
H (0.04, 2.73, -0.73)
H (-1.66, 2.91, -0.92)
H (0.18, 0.80, -2.52)
H (-0.91, 2.05, -3.14)
H (-1.63, 0.72, -2.44)
H (-3.12, 1.18, 1.73)
H (-2.87, -0.39, 1.40)
H (-3.73, 1.74, -0.66)
H (-4.60, 0.32, -0.13)
H (-3.35, 0.16, -1.25)

Calculated values
Relative energy (zero: lowest compared OMol25 entry of this formula, charge and spin), kJ/mol: 139.9
Gap between HOMO and LUMO (alpha / beta), eV: 5.78 / 5.96
Net charge: +2
Expectation value of S²: 3.96
2S+1: 4



Density functional theory data (wB97M-V/def2-TZVPD) for a single C12H21N molecule.

Atoms and positions in Å:
C (-1.15, 1.12, 1.10)
C (-0.81, -0.13, 0.52)
C (0.94, 2.10, 0.47)
C (1.46, 3.19, -0.11)
C (0.08, -0.12, -0.52)
C (-2.83, -1.41, 0.70)
C (2.11, -0.50, -1.85)
C (0.10, -2.12, -2.06)
C (1.68, -2.08, -0.10)
C (-0.61, 3.24, 1.91)
C (-1.41, -1.41, 1.18)
C (0.97, -1.21, -1.13)
N (-0.30, 2.08, 0.97)
H (-2.03, 1.14, 1.73)
H (0.90, 3.93, -0.58)
H (2.53, 3.27, -0.30)
H (0.22, 0.75, -1.09)
H (-2.87, -1.55, -0.34)
H (-3.20, -0.42, 0.78)
H (-3.54, -2.00, 1.23)
H (1.75, 0.50, -2.14)
H (2.41, -1.02, -2.80)
H (2.91, -0.46, -1.21)
H (-0.85, -2.35, -1.59)
H (-0.02, -1.72, -3.07)
H (0.37, -3.06, -2.19)
H (1.13, -2.94, 0.28)
H (2.01, -1.39, 0.78)
H (2.56, -2.44, -0.52)
H (-1.66, 3.44, 1.85)
H (-0.56, 3.15, 3.00)
H (-0.09, 4.19, 1.79)
H (-0.76, -2.38, 1.01)
H (-1.43, -1.39, 2.31)

Calculated values
Relative energy (zero: lowest compared OMol25 entry of this formula, charge and spin), kJ/mol: 381.5
Gap between HOMO and LUMO (alpha / beta), eV: 7.92 / 7.92



Density functional theory data (wB97M-V/def2-TZVPD) for a gas-phase ion, C12H21N2 (charge +1).

Atoms and positions in Å:
C (-0.26, -2.92, 0.38)
C (0.27, -1.94, -0.69)
C (-0.17, -0.53, -0.40)
C (0.54, 0.60, -0.18)
C (2.04, 0.76, 0.01)
C (2.94, 0.61, -1.21)
C (2.39, -0.26, 1.15)
C (2.26, 2.18, 0.59)
N (-0.39, 1.59, 0.10)
C (-1.61, 1.12, -0.21)
N (-1.51, -0.12, -0.47)
C (-2.83, -0.83, -0.59)
C (-3.63, 0.14, 0.22)
C (-2.99, 1.54, 0.01)
H (-1.40, -2.89, 0.49)
H (0.08, -2.94, 1.38)
H (-0.08, -3.88, -0.04)
H (-0.05, -2.22, -1.68)
H (1.31, -1.83, -0.56)
H (4.01, 0.45, -0.77)
H (2.83, -0.32, -1.78)
H (2.84, 1.48, -1.89)
H (2.97, -1.13, 0.74)
H (2.91, 0.19, 2.03)
H (1.40, -0.64, 1.64)
H (3.33, 2.43, 0.91)
H (1.95, 3.03, -0.07)
H (1.64, 2.30, 1.46)
H (-0.07, 2.51, 0.29)
H (-2.81, -1.86, -0.22)
H (-3.07, -0.79, -1.66)
H (-3.49, -0.14, 1.32)
H (-4.74, 0.06, -0.09)
H (-3.09, 2.33, 0.68)
H (-3.50, 1.91, -0.89)

Calculated values
Relative energy (zero: lowest compared OMol25 entry of this formula, charge and spin), kJ/mol: 0.0
Gap between HOMO and LUMO, eV: 10.20
Net charge: +1
Structure (SMILES): CCc1c(C(C)(C)C)[nH+]c2n1CCC2



Density functional theory data (wB97M-V/def2-TZVPD) for 2 unconnected molecules or ions with the total composition C12H21N2.

Atoms and positions in Å:
C (3.68, -0.49, -0.05)
C (3.53, 0.76, 0.45)
C (1.53, -0.09, 0.13)
C (-2.55, -1.20, 1.20)
C (-3.26, 0.07, 0.75)
C (-1.02, -0.98, 1.19)
C (-2.79, 0.46, -0.64)
C (-0.64, -0.53, -0.18)
C (-1.26, 0.73, -0.65)
C (-0.78, 1.13, -2.04)
C (2.14, -2.30, -0.78)
C (1.61, 2.22, 1.06)
N (2.42, -1.00, -0.24)
N (2.18, 1.00, 0.55)
H (4.57, -1.04, -0.28)
H (4.26, 1.49, 0.74)
H (-2.85, -1.48, 2.21)
H (-2.81, -2.03, 0.53)
H (-4.34, -0.10, 0.74)
H (-3.06, 0.87, 1.46)
H (-0.79, -0.21, 1.92)
H (-0.52, -1.91, 1.47)
H (-3.03, -0.33, -1.35)
H (-3.29, 1.37, -0.97)
H (-0.50, -1.29, -0.93)
H (-1.08, 1.54, 0.06)
H (-1.21, 2.08, -2.33)
H (-1.07, 0.38, -2.77)
H (0.30, 1.22, -2.06)
H (1.89, -2.23, -1.84)
H (3.02, -2.94, -0.67)
H (1.31, -2.76, -0.25)
H (1.18, 2.06, 2.05)
H (2.40, 2.97, 1.15)
H (0.84, 2.59, 0.39)

Calculated values
Relative energy (zero: lowest compared OMol25 entry of this formula, charge and spin), kJ/mol: 64.7
Gap between HOMO and LUMO, eV: 10.06
Net charge: +1



Number 1: DFT total energy -1963.96253 Ha, strongest force on any atom 2.6 eV/A. Number 2: DFT total energy -679.37438 Ha, strongest force on any atom 0.8 eV/A. Number 3: DFT total energy -4569.74318 Ha, strongest force on any atom 4.9 eV/A. Number 4: DFT total energy -524.37600 Ha, strongest force on any atom 4.7 eV/A. Number 5: DFT total energy -579.11067 Ha, strongest force on any atom 3.6 eV/A. Number 6: DFT total energy -579.08601 Ha, strongest force on any atom 3.9 eV/A.